Molecular formula: C13H18F5N2O5PRuTe2
Method: DFT, the ωB97M-V functional and the def2-TZVPD basis

The spin multiplicity is 1. Its charge is 0. The calculation puts the LUMO energy (alpha / beta) at -0.02595 / -0.02598 hartree. The electronic energy is -2463.58640 hartree.

```
47
C13H18F5N2O5PRuTe2, DFT the ωB97M-V functional and the def2-TZVPD basis
Ru 0.3187 -1.0085 -0.6732
N 2.3846 -0.2176 -0.1717
C 3.4053 -1.1912 0.0481
C 4.7008 -0.9026 0.3660
C 5.6340 -1.9439 0.5610
C 5.2536 -3.2496 0.4417
C 3.9148 -3.5745 0.1198
C 3.4368 -4.8984 -0.0032
C 2.1244 -5.1088 -0.3008
C 1.2728 -4.0013 -0.4880
N 1.6851 -2.7608 -0.3910
C 2.9935 -2.5303 -0.0819
H 2.6104 0.4012 -0.9446
H 2.2125 0.3988 0.6348
H 5.0076 0.1302 0.4737
H 6.6564 -1.6965 0.8116
H 5.9649 -4.0510 0.5958
H 4.1187 -5.7267 0.1453
H 1.7172 -6.1047 -0.3982
H 0.2256 -4.1299 -0.7273
O -0.7785 -2.1988 -0.8846
F -0.2755 3.6683 2.0289
Te -0.3762 2.2033 0.8282
F 1.3677 1.6035 1.6265
F -1.7626 3.1701 -0.1314
F 0.7507 3.1739 -0.2825
F -1.9585 -0.6354 3.2875
O 0.1449 0.7165 -0.7377
C -5.9594 3.1147 -0.3403
C -4.9605 2.0172 -0.5946
O -4.9614 1.1444 0.5877
P -3.7975 0.0890 0.7907
O -2.6214 0.1920 -0.0835
Te -3.3913 0.6436 3.1504
O -4.4797 -1.3369 0.7127
C -5.7625 -1.6122 1.3145
C -6.8477 -1.5783 0.2639
H -5.9892 3.7791 -1.2043
H -5.6678 3.7023 0.5296
H -6.9587 2.7109 -0.1778
H -3.9503 2.3979 -0.7277
H -5.2347 1.4033 -1.4525
H -5.9583 -0.8939 2.1133
H -5.6676 -2.5986 1.7648
H -6.9338 -0.5803 -0.1648
H -7.8062 -1.8443 0.7116
H -6.6292 -2.2860 -0.5348
```